Entry 1:
{"formula": "C30H52BrMnN3P2S", "method": "ωB97M-V/def2-TZVPD", "charge": 2, "spin_multiplicity": 6, "symbols": ["N", "C", "C", "C", "C", "C", "C", "Mn", "P", "C", "C", "C", "C", "C", "C", "C", "Br", "H", "H", "H", "H", "H", "H", "H", "H", "H", "H", "P", "C", "C", "H", "H", "H", "H", "H", "C", "C", "H", "H", "H", "H", "H", "C", "C", "H", "H", "H", "H", "H", "C", "C", "H", "H", "H", "H", "H", "C", "C", "H", "H", "H", "H", "H", "C", "C", "H", "H", "H", "H", "H", "C", "N", "C", "C", "S", "N", "C", "C", "H", "H", "H", "H", "H", "H", "H", "H", "H", "H", "H", "H"], "positions_angstrom": [[-5.383, -2.007, 3.631], [-4.527, -1.117, 4.159], [-4.233, 0.108, 3.560], [-4.851, 0.435, 2.326], [-5.692, -0.547, 1.747], [-5.928, -1.732, 2.441], [-4.462, 1.609, 1.590], [0.236, 0.700, -1.364], [3.220, 0.459, -1.893], [-4.461, 1.588, 0.225], [-3.409, 2.108, -0.586], [-3.299, 1.655, -1.936], [-2.051, 1.621, -2.550], [-1.006, 2.113, -1.766], [-1.098, 2.874, -0.610], [-2.331, 2.816, 0.020], [1.152, 2.355, -3.002], [-4.049, 2.421, 2.172], [-5.229, 1.014, -0.300], [-3.575, 0.813, 4.050], [-6.213, -0.343, 0.811], [-4.096, -1.377, 5.129], [-6.631, -2.455, 2.011], [-4.176, 1.238, -2.426], [-2.460, 3.243, 1.011], [-1.875, 1.309, -3.576], [-0.256, 3.491, -0.317], [-0.521, -1.726, -1.387], [3.855, 2.085, -1.147], [4.781, 2.969, -1.959], [4.305, 1.836, -0.172], [2.959, 2.681, -0.914], [4.956, 3.880, -1.361], [5.774, 2.538, -2.153], [4.331, 3.302, -2.904], [3.294, 0.196, -3.755], [4.470, 0.660, -4.585], [2.413, 0.737, -4.164], [3.083, -0.873, -3.952], [4.086, 0.763, -5.611], [4.855, 1.641, -4.280], [5.285, -0.073, -4.617], [4.341, -0.799, -1.192], [5.826, -0.477, -1.342], [4.096, -1.764, -1.671], [4.066, -0.879, -0.126], [6.384, -1.378, -1.071], [6.106, -0.199, -2.365], [6.133, 0.324, -0.660], [0.203, -3.051, -0.322], [1.701, -3.272, -0.520], [-0.353, -3.981, -0.514], [0.003, -2.772, 0.721], [1.985, -4.261, -0.140], [1.988, -3.232, -1.576], [2.298, -2.529, 0.021], [-0.291, -2.394, -3.102], [-1.088, -1.659, -4.167], [-0.564, -3.458, -3.081], [0.785, -2.338, -3.312], [-0.923, -2.120, -5.145], [-2.160, -1.700, -3.965], [-0.804, -0.607, -4.254], [-2.343, -1.759, -1.085], [-2.865, -2.338, 0.226], [-2.791, -2.282, -1.944], [-2.682, -0.712, -1.155], [-3.913, -2.638, 0.101], [-2.312, -3.218, 0.571], [-2.856, -1.588, 1.024], [1.614, 2.616, 2.286], [0.816, 1.690, 3.083], [0.013, 2.247, 4.186], [0.556, 0.445, 2.627], [1.044, -0.027, 1.033], [-0.009, -0.447, 3.510], [0.550, -0.578, 4.856], [-0.572, -1.691, 2.992], [1.938, 3.450, 2.915], [1.053, 3.007, 1.426], [2.496, 2.091, 1.909], [-0.819, 1.562, 4.398], [0.620, 2.365, 5.100], [-0.393, 3.235, 3.921], [-0.264, -0.842, 5.534], [1.305, -1.372, 4.892], [1.010, 0.352, 5.177], [-1.298, -2.076, 3.727], [-1.079, -1.496, 2.046], [0.205, -2.458, 2.835]], "lowdin_charge": [0.08, -0.12, -0.01, -0.21, -0.02, -0.12, 0.01, 0.34, 0.85, -0.02, -0.17, 0.01, -0.08, -0.43, -0.09, 0.02, 0.66, 0.12, 0.12, 0.10, 0.11, 0.12, 0.12, 0.14, 0.13, 0.12, 0.12, 0.91, -0.43, -0.16, 0.08, 0.02, 0.09, 0.08, 0.06, -0.45, -0.14, -0.04, 0.08, 0.08, 0.06, 0.08, -0.43, -0.14, 0.08, 0.06, 0.08, 0.07, 0.07, -0.40, -0.14, 0.10, 0.02, 0.09, 0.06, 0.04, -0.39, -0.14, 0.10, 0.07, 0.09, 0.07, 0.05, -0.36, -0.13, 0.09, 0.04, 0.08, 0.07, 0.05, -0.07, -0.18, -0.03, -0.65, 0.69, -0.21, -0.03, -0.08, 0.11, 0.07, 0.07, 0.09, 0.10, 0.10, 0.10, 0.11, 0.07, 0.10, 0.03, 0.10]}

---

Entry 2:
{"formula": "C30H52P2Pr", "method": "ωB97M-V/def2-TZVPD", "charge": 1, "spin_multiplicity": 3, "symbols": ["Pr", "C", "C", "C", "C", "C", "C", "H", "H", "H", "C", "H", "H", "H", "C", "H", "H", "H", "C", "H", "H", "H", "C", "H", "H", "H", "C", "C", "C", "C", "C", "C", "C", "C", "H", "H", "H", "H", "H", "H", "H", "H", "H", "H", "H", "H", "P", "P", "C", "C", "H", "H", "H", "H", "C", "H", "H", "H", "C", "H", "H", "H", "C", "H", "H", "H", "C", "H", "H", "H", "C", "C", "C", "C", "C", "C", "H", "H", "H", "H", "H", "H", "H", "H", "H"], "positions_angstrom": [[-0.049, -0.667, 1.152], [-0.477, -2.971, 2.612], [0.864, -3.038, 2.117], [0.797, -1.430, 3.775], [-0.521, -1.951, 3.612], [1.651, -2.068, 2.827], [-1.633, -3.801, 2.175], [-1.453, -4.309, 1.221], [-2.527, -3.176, 2.040], [-1.884, -4.569, 2.925], [-1.724, -1.421, 4.305], [-2.614, -2.029, 4.099], [-1.942, -0.396, 3.951], [-1.579, -1.361, 5.398], [1.167, -0.351, 4.724], [0.697, -0.511, 5.704], [0.805, 0.618, 4.351], [2.252, -0.261, 4.850], [3.094, -1.763, 2.634], [3.697, -2.261, 3.408], [3.288, -0.684, 2.709], [3.465, -2.085, 1.654], [1.387, -4.007, 1.111], [1.807, -4.906, 1.597], [2.184, -3.562, 0.495], [0.595, -4.336, 0.425], [-1.572, 0.455, -4.790], [-1.670, -0.888, -4.852], [-0.910, -1.691, -5.862], [0.569, -1.257, -6.050], [1.243, -0.679, -4.836], [1.435, 0.643, -4.652], [0.643, 1.700, -5.366], [-0.829, 1.345, -5.730], [-1.417, -1.626, -6.846], [0.635, -0.592, -6.934], [-0.936, -2.761, -5.599], [-0.883, 1.010, -6.778], [-2.225, 1.015, -4.115], [-2.469, -1.433, -4.328], [-1.373, 2.302, -5.708], [0.633, 2.608, -4.736], [2.291, 1.008, -4.061], [1.161, 2.007, -6.296], [1.135, -2.166, -6.327], [1.717, -1.413, -4.176], [-1.372, -0.389, -1.310], [1.989, 0.717, -0.312], [-0.215, 0.772, -2.180], [0.861, 1.613, -1.474], [-0.839, 1.457, -2.767], [0.241, 0.079, -2.894], [1.515, 2.066, -2.236], [0.371, 2.438, -0.936], [2.501, 2.054, 0.831], [3.416, 1.737, 1.348], [1.712, 2.205, 1.586], [2.676, 2.991, 0.281], [3.496, 0.306, -1.262], [3.849, 1.152, -1.873], [3.289, -0.559, -1.912], [4.288, 0.010, -0.553], [-3.045, -0.025, -1.862], [-3.740, -0.697, -1.342], [-3.155, -0.168, -2.948], [-3.294, 1.017, -1.591], [-0.820, -2.033, -1.997], [0.189, -2.319, -1.642], [-0.798, -2.024, -3.097], [-1.520, -2.816, -1.671], [-2.285, 3.909, 3.380], [-1.282, 3.071, 4.175], [-0.065, 3.900, 4.601], [-1.955, 2.441, 5.399], [-0.839, 2.017, 3.287], [-0.455, 1.267, 2.389], [-2.697, 4.722, 3.991], [-3.109, 3.266, 3.049], [-1.780, 4.342, 2.508], [-0.361, 4.741, 5.240], [0.636, 3.268, 5.166], [0.437, 4.302, 3.710], [-2.766, 1.780, 5.071], [-1.216, 1.871, 5.974], [-2.380, 3.222, 6.048]], "lowdin_charge": [0.88, -0.31, -0.33, -0.27, -0.28, -0.30, -0.03, 0.07, 0.08, 0.10, -0.02, 0.08, 0.06, 0.10, -0.03, 0.09, 0.05, 0.09, -0.04, 0.10, 0.07, 0.07, -0.04, 0.10, 0.08, 0.07, -0.15, -0.15, -0.18, -0.18, -0.13, -0.15, -0.17, -0.17, 0.13, 0.12, 0.11, 0.12, 0.09, 0.11, 0.12, 0.11, 0.10, 0.13, 0.12, 0.11, 0.82, 0.81, -0.40, -0.36, 0.08, 0.03, 0.08, 0.10, -0.24, 0.05, 0.02, 0.06, -0.25, 0.06, 0.04, 0.05, -0.25, 0.06, 0.02, 0.07, -0.22, 0.05, 0.02, 0.06, -0.05, -0.64, -0.04, -0.04, -0.15, -0.17, 0.09, 0.09, 0.09, 0.09, 0.09, 0.09, 0.09, 0.09, 0.09]}

---

Electronic energy, respectively: -167183.2035, -64591.6756 eV.
Molar mass, respectively: 683.62, 615.60 g mol⁻¹.